Computed, not measured: C25H34ClF4N2O2PTi as an isolated structure, with ωB97M-V/def2-TZVPD.

Each line ends with the Löwdin charge.
CARTESIAN COORDINATES (ANGSTROEM)
Ti -0.6827 1.6218 1.0025  1.1852
C -0.2029 1.9586 -3.5009  -0.0682
C -0.6067 1.7258 -2.0511  -0.2295
N 0.2855 2.2718 -0.9938  -0.2165
C 0.3449 3.7656 -1.0017  -0.2131
C 1.3196 4.4284 -1.9705  -0.0737
C 1.6341 1.6569 -1.0588  -0.1843
C 2.2481 1.6537 0.3292  -0.1911
N 1.1931 1.1089 1.1397  -0.1078
C 1.1432 0.9489 2.5123  -0.2840
C -0.2145 0.8228 2.8669  -0.0792
F -0.7332 3.2847 1.5795  -0.3123
C -0.5214 0.6911 4.1951  -0.2874
F -1.8143 0.6124 4.5872  0.0490
C 0.4480 0.6177 5.1853  0.0549
C 1.7676 0.7589 4.7933  -0.2086
F 2.7358 0.7086 5.7224  0.0870
C 2.1425 0.9461 3.4742  -0.1493
F 3.4456 1.1021 3.1524  0.0799
H -0.8457 1.3517 -4.1401  0.0814
H 0.8284 1.6593 -3.6918  0.0779
H -0.3289 2.9968 -3.8041  0.0676
H -0.6644 0.6509 -1.8689  0.0960
H -1.6016 2.1373 -1.8719  0.1149
H 0.5987 4.0886 0.0047  0.1003
H -0.6740 4.1111 -1.1825  0.1271
H 2.3542 4.2966 -1.6544  0.0739
H 1.1178 5.5004 -1.9646  0.0839
H 1.2309 4.0793 -2.9967  0.0573
H 2.2638 2.1472 -1.8009  0.1126
H 1.5015 0.6137 -1.3476  0.0709
H 2.5526 2.6595 0.6509  0.1269
H 3.1426 1.0232 0.3260  0.1202
H 0.1999 0.4569 6.2243  0.1278
Cl -7.4471 -1.3971 0.0693  0.6602
C -5.9895 -0.4588 0.1900  -0.6676
C -6.0761 0.9440 0.2093  -0.0776
C -4.9550 1.7259 0.3042  0.0180
C -3.6749 1.1319 0.3957  -0.3123
O -2.6153 1.8667 0.5174  -0.1455
C -3.6061 -0.2822 0.3577  -0.1199
C -2.3352 -0.9235 0.3508  -0.1414
O -1.2373 -0.3545 0.3713  -0.0879
C -4.7715 -1.0689 0.2601  -0.0530
H -7.0543 1.4037 0.1506  0.1103
H -5.0224 2.8046 0.3303  0.1241
H -2.3322 -2.0217 0.2855  0.1374
H -4.6930 -2.1490 0.2365  0.1192
C -0.0748 -3.8126 -2.4846  -0.1539
C 0.3617 -2.3933 -2.1317  -0.4343
P 1.6711 -2.1688 -0.8395  0.9759
C 2.9887 -3.2871 -1.4906  -0.4434
C 4.1716 -3.3803 -0.5280  -0.1704
C 0.9599 -3.1836 0.5366  -0.4163
C 1.4316 -2.7232 1.9151  -0.1473
H -0.9088 -3.8012 -3.1891  0.0680
H -0.3982 -4.3644 -1.6005  0.0615
H 0.7336 -4.3774 -2.9491  0.0596
H -0.4950 -1.8165 -1.7685  0.0394
H 0.7130 -1.8720 -3.0282  0.0694
H 3.3140 -2.8656 -2.4464  0.0743
H 2.5942 -4.2860 -1.6940  0.0658
H 4.5632 -2.3903 -0.2867  0.0642
H 4.9841 -3.9707 -0.9535  0.0664
H 3.8773 -3.8553 0.4094  0.0561
H 1.1846 -4.2426 0.3766  0.0785
H -0.1274 -3.0807 0.4724  0.0544
H 2.5186 -2.7669 2.0021  0.0593
H 1.0093 -3.3478 2.7045  0.0730
H 1.1294 -1.6920 2.0996  0.0462

Atoms 1-2, force components in eV/Å:
Ti -0.5073 -0.5199 0.2125
C -0.0210 -0.0008 -0.0259

Computed properties:
- M (g mol⁻¹) = 584.85
- net charge = 0
- highest occupied orbital energy (eV) = -7.571
- HOMO-LUMO gap (eV) = 6.77
- E_LUMO (eV) = -0.80
- 2S+1 = 1